Record 1
141
Properties=species:S:1:pos:R:3 method="wB97M-V/def2-TZVPD" e_tot_ev=-128939.3149 spin_multiplicity=2 orbital_gap_ev="2.1 / 8.6" homo_energy_ev="-0.12 / -6.60" charge=-1
C -0.28 -1.75 3.05
C -1.34 -2.56 2.29
C -2.52 -1.64 2.00
F -3.10 -1.05 3.07
F -2.38 -0.73 1.02
F -0.78 -3.07 1.19
F -1.77 -3.62 2.95
O 0.15 -0.56 2.41
C 1.46 -0.58 1.84
C 1.68 0.61 0.85
F 2.82 0.76 0.20
F 0.65 0.60 -0.01
F 2.37 -0.50 2.84
F 1.57 -1.67 1.08
H 0.56 -2.40 3.29
H -0.62 -1.49 4.05
H -3.38 -2.23 1.68
H 1.64 1.52 1.45
C 2.37 -4.53 -3.44
C 2.17 -5.89 -2.82
C 1.21 -5.84 -1.60
F 0.11 -5.12 -1.74
F 0.92 -7.04 -0.99
F 1.69 -6.68 -3.77
F 3.39 -6.33 -2.47
O 2.71 -3.48 -2.52
C 4.07 -3.41 -2.04
C 4.41 -1.92 -1.86
F 5.69 -1.84 -1.38
F 4.27 -1.24 -3.00
F 4.02 -3.93 -0.83
F 4.94 -4.02 -2.88
H 1.45 -4.29 -3.97
H 3.11 -4.52 -4.24
H 1.83 -5.37 -0.84
H 3.71 -1.50 -1.14
C -0.35 -1.52 -2.44
C -1.57 -2.01 -3.27
C -2.79 -2.47 -2.54
C -3.84 -3.10 -3.52
C -4.36 -2.15 -4.65
C -5.00 -0.87 -4.23
H 0.08 -2.37 -1.91
H -0.61 -0.76 -1.71
H 0.43 -1.19 -3.13
H -1.87 -1.23 -3.96
H -1.20 -2.79 -3.93
H -3.19 -1.69 -1.91
H -2.51 -3.25 -1.83
H -3.30 -3.96 -3.92
H -4.65 -3.57 -2.97
H -3.54 -1.81 -5.29
H -5.00 -2.72 -5.32
H -4.27 -0.37 -3.61
H -5.21 -0.19 -5.05
H -5.95 -1.02 -3.71
C 6.91 1.67 -2.04
C 5.77 2.56 -1.46
C 6.23 3.51 -0.33
C 5.08 4.42 0.26
C 5.65 5.48 1.13
C 4.59 6.26 1.94
H 6.54 0.96 -2.79
H 7.38 1.09 -1.24
H 7.70 2.26 -2.51
H 5.48 3.13 -2.34
H 4.88 2.03 -1.11
H 7.02 4.18 -0.68
H 6.69 2.89 0.43
H 4.64 4.94 -0.59
H 4.33 3.77 0.71
H 6.46 5.16 1.80
H 6.13 6.23 0.51
H 3.79 6.67 1.32
H 4.23 5.61 2.74
H 5.09 7.06 2.49
C -1.36 1.99 4.49
C -0.42 1.53 5.60
C 0.49 2.66 6.25
C 1.36 2.14 7.37
C 2.18 3.31 8.04
C 3.16 2.77 9.09
H -0.84 2.45 3.66
H -2.09 2.67 4.92
H -1.85 1.15 3.99
H -1.04 1.09 6.38
H 0.19 0.70 5.23
H -0.14 3.41 6.72
H 1.12 3.04 5.44
H 0.72 1.62 8.09
H 2.01 1.37 6.96
H 2.78 3.85 7.31
H 1.52 4.06 8.48
H 2.75 1.93 9.66
H 4.04 2.35 8.60
H 3.41 3.50 9.85
C -2.50 1.89 -3.14
C -1.42 2.99 -3.07
C -0.49 3.12 -4.32
C 0.67 2.07 -4.38
C 1.73 2.14 -3.21
C 2.30 3.55 -2.92
H -3.27 2.06 -3.89
H -3.07 1.83 -2.21
H -2.09 0.90 -3.33
H -1.94 3.95 -3.04
H -0.79 2.97 -2.18
H -0.02 4.10 -4.24
H -1.14 3.10 -5.20
H 0.27 1.05 -4.44
H 1.13 2.21 -5.36
H 1.15 1.84 -2.33
H 2.51 1.40 -3.42
H 2.85 3.87 -3.80
H 1.53 4.31 -2.77
H 3.03 3.54 -2.11
C -6.61 -1.64 2.51
C -6.53 -1.54 0.96
C -7.49 -2.54 0.33
C -7.41 -2.64 -1.24
C -8.07 -3.86 -1.95
C -7.91 -3.73 -3.46
H -6.05 -2.47 2.93
H -7.62 -1.61 2.93
H -6.17 -0.74 2.93
H -6.88 -0.57 0.59
H -5.51 -1.57 0.60
H -8.48 -2.26 0.70
H -7.20 -3.54 0.65
H -7.80 -1.74 -1.70
H -6.36 -2.61 -1.54
H -7.58 -4.77 -1.59
H -9.10 -3.94 -1.61
H -8.19 -2.71 -3.73
H -6.86 -3.83 -3.74
H -8.50 -4.51 -3.95
C 4.60 1.69 3.98
Cl 5.37 1.09 2.47
Cl 3.10 2.53 3.59
Cl 5.72 2.74 4.93
H 4.42 0.78 4.55



Record 2
144
Properties=species:S:1:pos:R:3 method="wB97M-V/def2-TZVPD" e_tot_ev=-129356.0629 orbital_gap_ev=8.2 homo_energy_ev=-8.24
C 1.48 -0.63 -2.19
C 2.16 0.11 -3.21
Si 1.92 1.94 -3.67
C 3.66 2.83 -3.74
C 3.59 4.09 -2.72
O 2.90 5.11 -2.96
Cl 4.55 4.14 -1.14
O 0.95 2.87 -2.60
Si -0.72 2.44 -2.56
C -1.64 4.00 -1.85
N -1.11 1.12 -1.36
C -0.74 1.49 -0.17
S -0.82 2.00 1.43
C -1.56 2.07 -4.23
I -1.40 -0.05 -4.85
C -1.19 3.10 -5.42
C -2.33 4.26 -5.58
H 1.54 -0.26 -1.11
H 0.87 -1.56 -2.49
H 2.90 -0.50 -3.87
H 1.36 2.00 -5.01
H 3.78 3.25 -4.79
H 4.52 2.15 -3.40
H -0.87 4.87 -1.81
H -2.42 4.35 -2.63
H -2.09 3.82 -0.82
H -2.69 2.21 -4.05
H -0.21 3.68 -5.22
H -1.15 2.51 -6.40
H -2.72 4.20 -6.66
H -1.86 5.29 -5.42
H -3.23 4.10 -4.89
O -5.86 -1.35 2.55
C -4.87 -1.69 1.93
O -4.36 -0.88 0.99
C -3.10 -1.10 0.34
C -3.25 -2.02 -0.86
C -4.27 -3.06 2.13
H -2.34 -1.45 1.04
H -2.76 -0.12 -0.01
H -3.60 -3.01 -0.56
H -2.30 -2.13 -1.38
H -3.99 -1.61 -1.56
H -4.80 -3.77 1.50
H -4.39 -3.34 3.17
H -3.21 -3.10 1.92
O -2.65 -5.32 3.06
C -1.69 -5.06 3.76
O -1.74 -5.25 5.08
C -0.60 -5.15 5.96
C -0.38 -3.72 6.40
C -0.46 -4.42 3.16
H 0.28 -5.59 5.50
H -0.84 -5.76 6.83
H -0.15 -3.07 5.55
H 0.45 -3.66 7.11
H -1.28 -3.32 6.87
H -0.61 -3.34 3.11
H -0.33 -4.82 2.15
H 0.45 -4.65 3.70
O 5.63 -0.01 -2.72
C 6.59 0.22 -2.02
O 6.53 -0.02 -0.70
C 7.67 0.04 0.18
C 7.91 1.45 0.67
C 7.82 0.86 -2.59
H 8.55 -0.40 -0.28
H 7.42 -0.60 1.04
H 8.14 2.12 -0.15
H 8.73 1.48 1.39
H 7.01 1.84 1.16
H 7.69 1.94 -2.60
H 7.95 0.50 -3.61
H 8.74 0.60 -2.06
O 3.09 -6.98 3.06
C 2.31 -7.85 2.73
O 0.99 -7.60 2.72
C 0.00 -8.48 2.16
C -0.44 -9.52 3.18
C 2.79 -9.24 2.43
H 0.35 -8.93 1.23
H -0.86 -7.85 1.90
H 0.39 -10.16 3.48
H -1.23 -10.15 2.77
H -0.81 -9.03 4.09
H 2.88 -9.80 3.36
H 3.77 -9.17 1.96
H 2.16 -9.78 1.72
O -0.77 1.25 7.26
C -1.49 2.03 6.68
O -1.09 2.59 5.53
C -1.94 3.37 4.67
C -1.97 4.82 5.10
C -2.81 2.46 7.28
H -2.93 2.93 4.59
H -1.50 3.30 3.67
H -2.40 4.93 6.10
H -2.57 5.41 4.40
H -0.96 5.23 5.13
H -2.63 3.28 7.97
H -3.23 1.61 7.82
H -3.55 2.74 6.54
O 8.71 3.24 2.29
C 8.23 4.34 2.42
O 7.90 4.80 3.64
C 7.52 6.15 3.92
C 6.03 6.36 3.70
C 7.90 5.18 1.21
H 8.13 6.86 3.35
H 7.75 6.33 4.97
H 5.75 6.18 2.66
H 5.74 7.37 3.97
H 5.46 5.65 4.30
H 6.92 4.89 0.84
H 8.65 4.97 0.44
H 7.93 6.25 1.39
O -2.85 5.27 -8.78
C -3.33 6.38 -8.66
O -3.64 6.86 -7.45
C -4.03 8.22 -7.19
C -5.51 8.42 -7.41
C -3.66 7.19 -9.88
H -3.42 8.92 -7.77
H -3.79 8.41 -6.14
H -5.80 8.23 -8.45
H -5.81 9.44 -7.15
H -6.08 7.72 -6.79
H -4.65 6.91 -10.25
H -2.92 6.98 -10.66
H -3.62 8.27 -9.71
O -4.35 -9.99 -0.76
C -4.83 -8.89 -0.65
O -5.15 -8.40 0.56
C -5.53 -7.05 0.82
C -7.02 -6.85 0.61
C -5.17 -8.07 -1.87
H -4.93 -6.35 0.24
H -5.29 -6.85 1.87
H -7.31 -7.05 -0.43
H -7.32 -5.83 0.86
H -7.59 -7.55 1.23
H -6.16 -8.36 -2.23
H -4.43 -8.28 -2.64
H -5.14 -7.00 -1.70



Record 3
151
Properties=species:S:1:pos:R:3 method="wB97M-V/def2-TZVPD" e_tot_ev=-1479742.7268 orbital_gap_ev=8.9 homo_energy_ev=-8.70 smiles="CCOCC[C@@]1(OC[C@@H](C)C(C)C)C(=O)N[C@](O)(C[C@H](C)I)[C@]1(CB(O)O)[C@H](Cl)CC.BrCCBr.BrCCBr.BrCCBr.BrCCBr.BrCCBr.BrCCBr.BrCCBr.BrCCBr.BrCCBr.BrCCBr"
C 2.09 -3.54 5.47
C 1.38 -2.52 4.57
O 2.11 -2.09 3.45
C 3.32 -1.43 3.79
C 3.91 -0.63 2.63
C 3.52 -0.99 1.20
O 2.13 -0.88 0.96
C 1.55 0.40 1.22
C 0.29 0.41 2.10
C 0.07 1.91 2.45
C -0.95 -0.09 1.36
C -0.74 -1.43 0.67
C -2.10 -0.30 2.37
C 4.18 0.12 0.31
O 4.31 1.31 0.55
N 4.67 -0.55 -0.84
C 5.36 -1.69 -0.21
O 6.33 -1.07 0.67
C 6.19 -2.36 -1.33
C 6.65 -3.81 -1.15
C 8.07 -3.91 -0.62
I 6.71 -4.75 -3.13
C 4.15 -2.32 0.55
C 4.42 -3.46 1.54
B 5.82 -3.55 2.30
O 6.27 -2.68 3.28
O 6.66 -4.62 2.06
C 3.06 -2.83 -0.48
Cl 1.74 -3.65 0.40
C 3.55 -3.81 -1.54
C 2.39 -4.38 -2.39
H 3.06 -3.84 5.07
H 2.27 -3.11 6.45
H 1.50 -4.44 5.61
H 1.01 -1.67 5.15
H 0.49 -3.00 4.16
H 4.04 -2.15 4.17
H 3.11 -0.74 4.62
H 4.99 -0.68 2.76
H 3.69 0.42 2.80
H 2.24 1.12 1.64
H 1.24 0.81 0.26
H 0.44 -0.09 3.05
H -0.38 2.46 1.62
H 1.00 2.39 2.74
H -0.58 1.98 3.32
H -1.31 0.67 0.66
H -1.72 -1.83 0.41
H -0.15 -1.40 -0.24
H -0.31 -2.12 1.40
H -3.04 -0.53 1.87
H -2.21 0.55 3.04
H -1.83 -1.15 3.01
H 5.34 0.08 -1.28
H 7.05 -1.69 0.82
H 5.69 -2.24 -2.28
H 7.10 -1.77 -1.42
H 5.96 -4.43 -0.60
H 8.09 -3.46 0.38
H 8.75 -3.36 -1.25
H 8.38 -4.94 -0.47
H 3.67 -3.44 2.33
H 4.28 -4.43 1.05
H 6.70 -1.90 2.93
H 6.21 -5.30 1.56
H 2.67 -1.99 -1.03
H 4.18 -3.30 -2.26
H 4.06 -4.67 -1.11
H 2.77 -4.56 -3.40
H 1.59 -3.65 -2.49
H 2.02 -5.32 -2.00
Br 0.09 3.01 -1.46
C 0.08 2.35 -3.29
C -0.90 1.23 -3.49
Br -0.25 -0.47 -2.78
H 1.10 2.05 -3.51
H -0.19 3.20 -3.90
H -1.05 1.04 -4.55
H -1.86 1.42 -3.02
Br -4.07 2.84 -0.17
C -5.67 2.74 0.94
C -5.62 1.58 1.89
Br -5.94 -0.10 0.96
H -6.52 2.69 0.26
H -5.70 3.68 1.48
H -6.39 1.67 2.64
H -4.65 1.49 2.37
Br -3.99 -1.78 -1.45
C -4.65 -3.57 -1.09
C -5.69 -3.98 -2.09
Br -7.40 -3.11 -1.76
H -5.03 -3.56 -0.07
H -3.78 -4.22 -1.14
H -5.89 -5.05 -2.01
H -5.41 -3.74 -3.11
Br 3.04 2.06 4.83
C 4.33 3.31 4.09
C 5.64 3.26 4.83
Br 5.54 4.17 6.54
H 3.87 4.29 4.11
H 4.47 3.00 3.05
H 6.41 3.79 4.27
H 5.97 2.25 5.03
Br 2.30 3.52 -5.76
C 4.16 3.19 -5.29
C 4.40 1.72 -5.10
Br 3.62 1.14 -3.41
H 4.35 3.76 -4.39
H 4.75 3.58 -6.11
H 5.46 1.51 -5.03
H 3.96 1.11 -5.88
Br -3.57 -0.29 -5.24
C -3.45 0.39 -7.06
C -3.44 -0.73 -8.06
Br -1.71 -1.62 -8.13
H -2.56 1.00 -7.11
H -4.33 1.02 -7.19
H -3.61 -0.34 -9.07
H -4.18 -1.49 -7.85
Br 0.63 4.01 -9.47
C 0.07 2.16 -9.29
C -0.85 1.74 -10.40
Br -2.64 2.48 -10.16
H -0.38 2.06 -8.31
H 0.99 1.57 -9.32
H -0.98 0.66 -10.41
H -0.51 2.07 -11.37
Br -1.31 5.28 -5.17
C -0.90 5.84 -3.35
C -0.08 7.10 -3.31
Br 1.77 6.74 -3.81
H -0.39 5.01 -2.87
H -1.86 6.00 -2.87
H -0.04 7.49 -2.30
H -0.44 7.87 -3.99
Br -8.04 0.26 4.43
C -8.88 1.66 5.49
C -9.61 2.65 4.62
Br -8.38 3.85 3.71
H -8.09 2.13 6.08
H -9.57 1.15 6.15
H -10.25 3.29 5.22
H -10.19 2.16 3.85
Br -10.78 -1.13 8.67
C -11.65 0.22 9.77
C -12.39 1.22 8.92
Br -11.16 2.45 8.06
H -10.88 0.68 10.37
H -12.34 -0.32 10.41
H -13.05 1.83 9.53
H -12.97 0.75 8.13